1.
Formula: C2H6OS2
Source: the OMol25 dataset
Level of theory: ωB97M-V with the def2-TZVPD basis set

The value obtained for the HOMO-LUMO gap (spin up / spin down) is 0.1117 / 0.2582 Eh. As for the molar mass: 110.203 g/mol. The value obtained for the LUMO energy (spin up / spin down) is 3.219 / 3.196 eV. As for the spin multiplicity: 2. Its relative energy (zero: lowest compared OMol25 entry of this formula, charge and spin) is 0.102 eV. Its total energy is -25888.2862 eV. Its net charge is -1. The calculation puts the HOMO energy (spin up / spin down) at 0.0066 / -0.1407 Eh.

XYZ file:
```
11
Properties=species:S:1:pos:R:3:lowdin_spin:R:1
S 1.80316 -0.13474 2.64531 0.48
S 3.69063 -0.98773 1.95219 0.42
H 1.32343 0.04783 1.42179 0.02
H 3.48046 -2.26803 2.21047 0.03
O 0.29044 0.62573 -0.70346 0.01
C -0.88174 0.84749 -0.64537 0.01
C -1.89565 0.18725 -1.55199 0.00
H -1.36893 1.56536 0.04609 0.01
H -1.44827 -0.70764 -1.98400 0.00
H -2.81734 -0.02272 -1.01326 0.00
H -2.17620 0.84718 -2.37775 0.00
```



2.
Formula: C3H8F
Source: the OMol25 dataset
Level of theory: ωB97M-V with the def2-TZVPD basis set

The value obtained for the HOMO-LUMO gap (spin up / spin down) is 0.3259 / 0.4544 Eh. As for the molar mass: 63.095 g/mol. The value obtained for the LUMO energy (spin up / spin down) is 1.052 / 0.716 eV. As for the spin multiplicity: 2. Its relative energy (zero: lowest compared OMol25 entry of this formula, charge and spin) is 0.402 eV. Its total energy is -5955.8020 eV. Its net charge is 0. The calculation puts the HOMO energy (spin up / spin down) at -0.2873 / -0.4280 Eh.

XYZ file:
```
12
Properties=species:S:1:pos:R:3:lowdin_spin:R:1
F 2.15945 -3.16297 1.26437 0.00
H 2.86234 -3.32343 0.68450 0.00
C 0.68001 1.15093 0.21574 0.68
C -0.58072 0.57594 0.34529 0.15
C -1.40365 0.47545 -0.95055 0.00
H 1.40983 0.90241 0.99152 0.04
H 1.13923 1.18233 -0.74560 0.05
H -0.49717 -0.32479 0.90195 0.03
H -0.98652 1.29597 1.07947 0.04
H -2.24423 -0.20125 -0.76584 0.00
H -1.73880 1.45873 -1.30312 0.00
H -0.79977 -0.02932 -1.71774 0.00
```